(1)
Molecular formula: C20H16As2NO15S2Tc
Method: DFT, ωB97M-V with the def2-TZVPD basis set

Properties
Net charge: -1
2S+1: 4
Frontier orbital gap (spin up / spin down): 8.81 / 7.83 eV
HOMO (spin up / spin down): -6.757 / -6.756 eV

Geometry (Å):
1 Tc 0.5348 0.4906 1.1638
2 O -1.5201 -1.3350 -2.4786
3 As -0.4961 -2.4151 -1.5538
4 O 0.0992 -3.6307 -2.4246
5 O 0.8464 -1.2628 -1.3241
6 C -1.8271 -2.8774 -0.2311
7 C -3.1039 -3.0515 -0.7462
8 C -4.1082 -3.5435 0.0798
9 C -3.8394 -3.8616 1.3996
10 C -2.5627 -3.6778 1.9167
11 C -1.5683 -3.1870 1.0949
12 S 0.0335 -2.8043 1.7208
13 O 0.1830 -3.3692 3.0229
14 O 0.9365 -3.1699 0.6634
15 O -0.1478 -1.3023 1.7741
16 H -1.0078 -0.9225 -3.1870
17 H -3.3158 -2.7982 -1.7755
18 H -5.1058 -3.6731 -0.3183
19 H -4.6266 -4.2450 2.0357
20 H -2.3247 -3.9002 2.9482
21 O 2.3172 3.5909 -0.8310
22 As 2.3403 3.2173 0.8880
23 O 2.3871 4.5584 1.7876
24 O 0.8417 2.3591 0.9569
25 C 4.0147 2.2322 1.0404
26 C 5.0034 2.9306 0.3425
27 C 6.3187 2.5035 0.3425
28 C 6.6742 1.3644 1.0478
29 C 5.7082 0.6665 1.7467
30 C 4.3830 1.0940 1.7505
31 S 3.3294 0.0123 2.6994
32 O 3.3501 -1.2648 2.0461
33 O 3.7757 0.0940 4.0583
34 O 1.9537 0.6547 2.5796
35 H 1.7291 2.9483 -1.2587
36 H 4.7329 3.8174 -0.2153
37 H 7.0632 3.0624 -0.2099
38 H 7.6996 1.0181 1.0536
39 H 5.9664 -0.2275 2.2992
40 N 2.4393 0.2626 -0.7235
41 C 1.3477 -0.3239 -0.5177
42 H 2.9561 -0.1144 -1.5196
43 O -3.7115 0.0461 0.4140
44 C -3.8662 0.7672 -0.7139
45 C -5.1655 0.8879 -1.2096
46 C -5.4116 1.6091 -2.3603
47 C -4.3689 2.2276 -3.0454
48 C -3.0829 2.1020 -2.5597
49 C -2.8076 1.3781 -1.4003
50 C -1.3771 1.2608 -0.9888
51 O -0.4662 1.6739 -1.6742
52 O -1.1950 0.6237 0.1653
53 H -2.7607 0.0543 0.6360
54 H -5.9641 0.4026 -0.6638
55 H -6.4269 1.6923 -2.7286
56 H -4.5618 2.7951 -3.9458
57 H -2.2451 2.5598 -3.0690

Atom charges from the Mulliken analysis, given in e for atoms 1 to 4:
1 Tc 2.03
2 O -0.59
3 As 1.27
4 O -0.80


(2)
Molecular formula: C20H16Cl2F3MgN5S3
Method: DFT, ωB97M-V with the def2-TZVPD basis set

Properties
Frontier orbital gap: 6.51 eV
HOMO: -7.282 eV

Geometry (Å):
1 Mg -0.2158 0.0110 -0.2945
2 C -2.1337 -1.2762 3.5109
3 C -1.8104 -0.5606 2.2306
4 N -0.6998 0.0137 1.9646
5 N 0.3107 -0.0898 2.8730
6 C 1.4280 0.6996 2.8217
7 N 2.4589 0.1529 3.5065
8 S 1.5277 2.1374 2.0135
9 C -2.8309 -0.5331 1.1463
10 C -4.1608 -0.8146 1.3961
11 C -5.0604 -0.7849 0.3413
12 C -4.6032 -0.4832 -0.9263
13 C -3.2541 -0.2083 -1.0972
14 N -2.3880 -0.2343 -0.0846
15 H -1.2673 -1.7560 3.9595
16 H -2.8634 -2.0630 3.3342
17 H -2.5441 -0.5749 4.2434
18 H 0.3013 -0.8607 3.5111
19 H 2.5024 -0.8403 3.6762
20 H 3.3305 0.6482 3.4482
21 H -4.5020 -1.0431 2.3956
22 H -6.1067 -1.0029 0.5154
23 H -5.2701 -0.4605 -1.7763
24 H -2.8325 0.0281 -2.0683
25 F 2.3478 -4.7236 -0.6914
26 C 2.9988 -4.0874 0.2889
27 F 4.2682 -4.5638 0.2942
28 F 2.4477 -4.4651 1.4567
29 C 2.9949 -2.5946 0.1095
30 C 4.1966 -1.9365 -0.0375
31 C 4.2264 -0.5560 -0.2157
32 C 3.0249 0.1070 -0.2370
33 N 1.8477 -0.5122 -0.0912
34 C 1.7805 -1.8601 0.0778
35 S 0.1939 -2.5224 0.2052
36 H 5.1200 -2.5006 -0.0180
37 H 5.1576 -0.0193 -0.3370
38 H 2.9816 1.1810 -0.3725
39 Cl -0.8713 2.4864 -0.5244
40 C -0.5093 2.9317 -2.1823
41 C -0.5067 4.2891 -2.4590
42 C -0.2404 4.7169 -3.7439
43 C 0.0168 3.7755 -4.7280
44 C 0.0113 2.4259 -4.4255
45 Cl 0.3421 1.3228 -5.7228
46 C -0.2394 1.9287 -3.1252
47 S -0.1924 0.2184 -2.7764
48 H -0.7147 4.9950 -1.6641
49 H -0.2277 5.7740 -3.9778
50 H 0.2289 4.0845 -5.7437

Atom charges from the Mulliken analysis, given in e for atoms 1 to 4:
1 Mg 0.63
2 C -1.82
3 C 0.61
4 N 0.06


(3)
Molecular formula: C20H16ClN2ORuS2
Method: DFT, ωB97M-V with the def2-TZVPD basis set

Properties
2S+1: 2
Frontier orbital gap (spin up / spin down): 6.06 / 6.05 eV
HOMO (spin up / spin down): -6.861 / -7.105 eV

Geometry (Å):
1 Ru -0.6710 -0.7062 -0.8774
2 Cl 3.2171 -5.2758 2.9250
3 C 2.6735 -3.9372 1.9507
4 C 3.3668 -3.6036 0.7755
5 C 2.9198 -2.5863 -0.0226
6 C 1.7454 -1.8527 0.2832
7 O 1.3386 -0.9353 -0.5223
8 C 1.0896 -2.1733 1.5111
9 C -0.0119 -1.4019 1.9877
10 N -0.6772 -0.5943 1.2471
11 C -1.6346 0.3421 1.6683
12 C -2.3460 0.3297 2.8329
13 C -3.3079 1.3302 3.0857
14 C -3.5107 2.3532 2.2054
15 C -2.7500 2.4207 1.0157
16 C -2.8741 3.4434 0.0484
17 C -2.1024 3.4030 -1.0722
18 C -1.2287 2.3146 -1.2722
19 N -1.0996 1.3387 -0.4064
20 C -1.8290 1.3971 0.7474
21 C 1.5812 -3.2149 2.3253
22 H 4.2563 -4.1581 0.5048
23 H 3.4388 -2.3289 -0.9366
24 H -0.2120 -1.4408 3.0612
25 H -2.1880 -0.4685 3.5474
26 H -3.8980 1.2835 3.9916
27 H -4.2578 3.1121 2.4023
28 H -3.5922 4.2406 0.1981
29 H -2.1650 4.1814 -1.8193
30 H -0.6262 2.2357 -2.1675
31 H 1.0708 -3.4528 3.2519
32 C -4.7707 -2.6462 -0.2688
33 C -3.3361 -2.3782 -0.6661
34 S -2.9707 -0.8029 -1.2388
35 C -2.3687 -3.3499 -0.6254
36 C -2.6503 -4.7711 -0.2064
37 S -0.7561 -3.0177 -1.0967
38 H -5.3169 -1.7092 -0.1821
39 H -4.8177 -3.1620 0.6917
40 H -5.2810 -3.2675 -1.0098
41 H -3.7137 -5.0047 -0.2139
42 H -2.2588 -4.9550 0.7971
43 H -2.1356 -5.4600 -0.8778

Atom charges from the Mulliken analysis, given in e for atoms 1 to 4:
1 Ru -0.07
2 Cl -0.24
3 C 0.11
4 C -0.49


(4)
Molecular formula: C20H16F2N2O6
Method: DFT, ωB97M-V with the def2-TZVPD basis set

Properties
Frontier orbital gap: 7.81 eV
SMILES: O=C(COC(=O)/C=C/C(=O)OCC(=O)Nc1ccccc1F)Nc1ccccc1F
HOMO: -8.787 eV

Geometry (Å):
1 O -5.8247 -2.6328 0.5682
2 C -4.8166 -1.9721 0.6392
3 N -4.7158 -0.6413 0.4147
4 C -5.7082 0.2522 0.0102
5 C -7.0378 -0.0976 -0.2001
6 C -7.9503 0.8611 -0.6051
7 C -7.5622 2.1746 -0.8063
8 C -6.2421 2.5430 -0.6028
9 C -5.3408 1.5822 -0.2009
10 F -4.0406 1.9267 0.0009
11 H -5.9055 3.5565 -0.7518
12 H -8.2807 2.9145 -1.1218
13 H -8.9779 0.5738 -0.7645
14 H -7.3402 -1.1195 -0.0449
15 H -3.8006 -0.2264 0.5506
16 C -3.4799 -2.6224 1.0263
17 H -3.5609 -2.9937 2.0514
18 H -3.3078 -3.4669 0.3493
19 O -2.3774 -1.7300 0.9810
20 C -1.5427 -1.8213 -0.0734
21 O -1.6686 -2.6156 -0.9659
22 C -0.4704 -0.8077 0.0377
23 C 0.4512 -0.6809 -0.9168
24 C 1.5462 0.3095 -0.8812
25 O 2.3339 0.4703 -1.7845
26 O 1.5718 1.0132 0.2526
27 C 2.5321 2.0599 0.3629
28 C 3.9039 1.5637 0.8650
29 O 4.3022 1.8446 1.9713
30 N 4.5662 0.8308 -0.0592
31 C 5.8220 0.2307 0.0687
32 C 6.6134 0.3022 1.2114
33 C 7.8483 -0.3217 1.2447
34 C 8.3202 -1.0254 0.1503
35 C 7.5486 -1.1095 -0.9969
36 C 6.3199 -0.4856 -1.0225
37 F 5.5643 -0.5653 -2.1433
38 H 7.8839 -1.6486 -1.8686
39 H 9.2842 -1.5081 0.1840
40 H 8.4468 -0.2538 2.1399
41 H 6.2522 0.8494 2.0656
42 H 4.1089 0.6792 -0.9582
43 H 2.1287 2.7524 1.1034
44 H 2.6520 2.5561 -0.6071
45 H 0.4297 -1.3132 -1.7942
46 H -0.4789 -0.1871 0.9208

Atom charges from the Mulliken analysis, given in e for atoms 1 to 4:
1 O -0.65
2 C 0.63
3 N -0.08
4 C 0.05


(5)
Molecular formula: C20H16FeN9OSb
Method: DFT, ωB97M-V with the def2-TZVPD basis set

Properties
Net charge: -2
2S+1: 5
Frontier orbital gap (spin up / spin down): 5.48 / 4.76 eV
HOMO (spin up / spin down): -1.075 / -0.349 eV

Geometry (Å):
1 Fe 2.1599 -1.4722 1.2173
2 N 0.9846 -3.5596 3.2727
3 C 1.5435 -2.4295 3.8498
4 N 1.5773 -2.2878 5.1588
5 N 2.1622 -1.0973 5.3381
6 N 2.4599 -0.5585 4.2223
7 N 2.0908 -1.3890 3.2288
8 C 0.8265 -3.8976 1.9452
9 N 0.2323 -5.0256 1.6024
10 N 0.2294 -5.0008 0.2665
11 N 0.7823 -3.9440 -0.1771
12 N 1.2030 -3.2047 0.8709
13 H 0.6220 -4.2320 3.9256
14 C -1.1538 5.1987 -0.8384
15 C -0.1622 5.0715 0.1160
16 C 0.3703 3.8177 0.4009
17 C -0.0755 2.6796 -0.2563
18 C -1.0759 2.8270 -1.2159
19 C -1.6120 4.0709 -1.5066
20 Sb 0.8051 0.7208 0.2385
21 C 1.1311 0.3234 -1.8631
22 C 1.1285 -0.9737 -2.3584
23 C 1.3877 -1.2176 -3.6985
24 C 1.6692 -0.1699 -4.5596
25 C 1.6995 1.1263 -4.0712
26 C 1.4309 1.3676 -2.7318
27 C -1.1998 -0.0790 0.5088
28 C -2.1798 0.7273 1.0827
29 C -3.4552 0.2419 1.3264
30 C -3.7744 -1.0663 0.9983
31 C -2.8079 -1.8828 0.4376
32 C -1.5313 -1.3932 0.1985
33 H -1.5719 6.1741 -1.0639
34 H 0.1995 5.9494 0.6419
35 H 1.1489 3.7257 1.1535
36 H -1.4411 1.9523 -1.7448
37 H -2.3905 4.1650 -2.2572
38 H 0.9616 -1.8213 -1.6995
39 H 1.3868 -2.2381 -4.0634
40 H 1.8804 -0.3638 -5.6062
41 H 1.9351 1.9530 -4.7342
42 H 1.4591 2.3890 -2.3670
43 H -1.9502 1.7530 1.3513
44 H -4.2018 0.8872 1.7778
45 H -4.7705 -1.4505 1.1904
46 H -3.0383 -2.9130 0.1923
47 H -0.7880 -2.0629 -0.2204
48 O 3.7126 -1.3910 0.5203

Atom charges from the Mulliken analysis, given in e for atoms 1 to 4:
1 Fe 0.00
2 N -0.12
3 C 0.60
4 N -0.54